No. 1
13
Properties=species:S:1:pos:R:3:forces:R:3:mulliken_charge:R:1 method="wB97M-V/def2-TZVPD" homo_energy_ha=-0.295 lumo_energy_ev=0.8 orbital_gap_ha=0.326
C -0.6312 -0.7317 -1.2251 0.0 0.0 0.0 -1.5242
C -0.1123 -0.0640 0.0254 0.0 -0.1 0.0 1.0290
C 0.0256 -0.8033 1.3223 -0.2 0.3 0.3 -0.7527
N 1.2796 -0.2440 0.4123 0.0 -0.1 0.5 -0.4163
C -0.4708 1.3756 0.1946 0.0 0.1 0.1 -0.0386
O 0.2559 2.2089 0.6907 -0.2 -0.2 -0.2 -0.5182
H -0.4288 -0.1405 -2.1254 0.0 -0.1 0.1 0.3615
H -0.1863 -1.7227 -1.3385 -0.1 0.1 0.1 0.3783
H -1.7133 -0.8647 -1.1280 0.1 0.0 0.0 0.3279
H 0.0118 -0.0711 2.1404 -0.3 0.0 -0.1 0.2110
H 1.7038 -1.1522 0.4254 0.5 0.1 -0.8 0.3496
H 1.7742 0.5876 0.7186 0.0 -0.2 0.0 0.2713
H -1.5081 1.6222 -0.1128 0.1 0.0 0.0 0.3214

***

No. 2
111
Properties=species:S:1:pos:R:3:forces:R:3:mulliken_charge:R:1 method="wB97M-V/def2-TZVPD" homo_energy_ha="-0.395 / -0.395" lumo_energy_ev="-6.3 / -6.3" orbital_gap_ha="0.162 / 0.163" total_charge=+2
Rh 0.2731 0.5401 -0.1058 1.1 -0.5 -0.1 -1.4606
C -0.8324 -1.2754 6.0792 0.0 0.0 0.0 -0.9319
C -1.0518 0.0771 5.8769 -0.1 0.0 0.1 -0.6382
C -0.6611 0.6838 4.6968 0.1 0.0 -0.2 -0.8681
C -0.0221 -0.0699 3.7182 -0.2 -0.1 -0.2 1.2212
C 0.1806 -1.4349 3.9154 0.1 0.1 0.0 -0.5010
C -0.2267 -2.0345 5.0905 0.0 -0.1 0.0 -0.5308
P 0.6840 0.6766 2.2172 -0.2 0.1 0.5 1.8701
C 0.4862 2.4559 2.5638 0.0 -0.2 -0.1 0.6721
C 1.4838 3.3289 2.9786 0.0 -0.1 0.0 -0.9986
C 1.1799 4.6667 3.1822 0.1 0.1 0.1 -0.7716
C -0.1067 5.1384 2.9790 0.1 0.1 -0.1 -0.8840
C -1.1013 4.2691 2.5586 -0.1 0.0 0.0 -0.8617
C -0.8091 2.9346 2.3541 0.1 -0.1 0.0 -0.8635
C 2.4419 0.2369 2.4458 -0.1 0.0 -0.5 -0.2056
C 3.1273 0.4965 3.6274 0.0 0.0 0.0 -0.5953
C 4.4664 0.1561 3.7328 0.0 0.1 0.0 -0.9059
C 5.1242 -0.4305 2.6630 0.1 -0.1 -0.1 -0.8119
C 4.4321 -0.7371 1.5012 0.1 0.1 0.1 -0.2555
C 3.0860 -0.4254 1.3906 -0.3 -0.4 -1.0 -0.0645
Si 1.9233 -1.1205 0.0222 -1.4 -0.1 0.3 1.6453
C 1.0607 -2.6530 0.7843 0.4 0.6 -0.2 -0.1866
C 1.8154 -3.7068 1.2900 -0.1 -0.1 0.0 -0.2002
C 1.2036 -4.8829 1.6885 0.1 0.0 0.0 -0.9145
C -0.1726 -5.0182 1.5762 -0.1 0.0 0.0 -1.0438
C -0.9412 -3.9703 1.1005 0.0 0.0 0.0 -0.2948
C -0.3284 -2.7780 0.7242 0.4 0.3 0.0 -0.3258
P -1.3173 -1.4058 0.0476 1.2 0.0 0.6 3.0970
C -2.1571 -2.3567 -1.2610 0.2 0.5 -0.3 1.0164
C -1.3424 -3.1502 -2.0721 0.0 0.1 0.1 -0.3789
C -1.8941 -3.8868 -3.1022 0.1 0.0 0.0 -0.7368
C -3.2609 -3.8363 -3.3376 0.0 0.1 0.1 -0.7083
C -4.0714 -3.0635 -2.5209 -0.1 -0.1 0.0 -0.9128
C -3.5283 -2.3188 -1.4864 0.2 0.0 0.2 -0.6508
C -2.5986 -1.0187 1.2795 0.2 0.5 -0.3 0.7361
C -3.4365 0.0565 0.9751 0.2 0.0 0.0 -0.5201
C -4.3908 0.4737 1.8835 -0.1 0.2 0.0 -1.0208
C -4.5066 -0.1645 3.1096 0.1 0.0 0.0 -1.0031
C -3.6715 -1.2264 3.4164 -0.1 0.0 0.1 -0.6774
C -2.7210 -1.6590 2.5077 0.1 -0.1 -0.2 -0.8452
C 2.2178 -1.6990 -1.7828 0.2 0.5 0.7 0.1424
C 3.0221 -2.7934 -2.0619 0.1 -0.1 -0.2 -0.4156
C 3.0824 -3.3109 -3.3449 0.1 -0.1 0.1 -0.8483
C 2.3393 -2.7379 -4.3663 -0.1 0.1 0.0 -1.0766
C 1.5472 -1.6306 -4.1102 -0.1 -0.1 0.0 -0.5800
C 1.4743 -1.1191 -2.8193 0.0 0.2 0.3 0.4754
P 0.6535 0.4534 -2.4188 -1.3 -1.0 -1.2 1.2903
C 1.5676 1.5339 -3.5780 0.1 0.3 0.6 1.2031
C 0.9448 1.9963 -4.7353 -0.1 0.0 0.1 -0.1842
C 1.6661 2.7236 -5.6643 0.1 0.0 -0.1 -0.7568
C 3.0107 2.9825 -5.4550 0.0 0.0 0.0 -0.6992
C 3.6425 2.4982 -4.3188 0.2 0.0 0.1 -0.8851
C 2.9251 1.7758 -3.3820 -0.1 0.1 0.1 -0.9687
C -1.0432 0.6622 -3.0107 0.8 1.1 0.4 -0.1085
C -1.5565 1.9941 -2.6286 -1.2 -0.9 -3.5 -0.2133
C -2.9875 2.1927 -2.8394 0.7 0.0 -0.3 -0.9601
C -3.7778 1.1966 -3.3237 0.2 -0.3 0.0 -0.9083
C -3.2324 -0.0364 -3.7169 0.4 -0.3 -0.1 -0.9812
C -1.8704 -0.2932 -3.5433 -1.2 -0.1 -0.1 -0.5335
H -1.1168 -1.7356 7.0122 -0.1 0.0 0.1 0.4096
H -1.5138 0.6727 6.6476 -0.1 0.0 0.1 0.5054
H -0.8357 1.7403 4.5542 0.0 0.0 0.1 0.3840
H 0.6701 -2.0208 3.1513 0.1 -0.1 0.0 0.3107
H -0.0578 -3.0900 5.2411 0.0 -0.1 0.0 0.5349
H 2.4937 2.9772 3.1471 0.0 0.0 0.1 0.4757
H 1.9524 5.3373 3.5233 0.1 0.1 0.0 0.4682
H -0.3313 6.1793 3.1550 0.0 0.1 0.0 0.4608
H -2.1067 4.6287 2.4015 -0.1 0.0 0.0 0.5146
H -1.5852 2.2447 2.0372 0.0 0.1 0.1 0.6299
H 2.6131 0.9493 4.4648 0.0 0.0 0.1 0.6364
H 5.0019 0.3631 4.6450 0.1 0.0 0.1 0.4768
H 6.1703 -0.6807 2.7420 0.1 0.0 0.0 0.4735
H 4.9372 -1.2265 0.6820 0.1 -0.1 -0.1 0.5802
H 2.8874 -3.5979 1.3708 0.2 -0.1 0.0 0.4833
H 1.8009 -5.6987 2.0681 0.0 -0.1 0.0 0.4992
H -0.6486 -5.9457 1.8521 -0.1 -0.1 0.1 0.4892
H -2.0124 -4.0846 1.0019 -0.1 -0.1 0.0 0.6200
H -0.2757 -3.1879 -1.8913 0.1 0.0 0.0 0.1941
H -1.2571 -4.4980 -3.7239 0.0 -0.1 0.0 0.5095
H -3.6903 -4.3962 -4.1555 0.0 -0.1 0.0 0.4296
H -5.1369 -3.0378 -2.6875 -0.1 0.0 0.0 0.5035
H -4.1683 -1.7240 -0.8503 -0.1 0.0 0.0 0.4160
H -3.3264 0.5614 0.0206 -0.1 0.1 -0.1 0.5767
H -5.0361 1.3058 1.6443 -0.1 0.0 0.0 0.5243
H -5.2441 0.1677 3.8243 -0.1 0.0 0.1 0.4412
H -3.7529 -1.7191 4.3727 0.0 -0.1 0.1 0.4939
H -2.0837 -2.4929 2.7599 0.0 0.0 0.0 0.4083
H 3.5970 -3.2397 -1.2658 0.1 -0.2 0.0 0.4636
H 3.7123 -4.1629 -3.5448 0.1 -0.1 -0.1 0.4939
H 2.3881 -3.1481 -5.3639 0.0 0.0 -0.1 0.4839
H 0.9906 -1.1658 -4.9125 0.0 0.1 -0.1 0.5777
H -0.0958 1.7731 -4.9253 0.0 0.0 0.1 0.5462
H 1.1712 3.0819 -6.5541 0.0 0.0 -0.1 0.4856
H 3.5691 3.5517 -6.1809 0.1 0.1 -0.1 0.4219
H 4.6959 2.6797 -4.1659 0.1 0.0 0.0 0.4890
H 3.4188 1.3713 -2.5064 0.1 -0.1 0.0 0.5102
H -0.9386 2.8219 -3.0040 -0.3 -0.2 0.4 0.9752
H -3.4013 3.1572 -2.5813 -0.1 0.1 -0.1 0.3755
H -4.8394 1.3603 -3.4337 -0.1 0.1 -0.1 0.4523
H -3.8647 -0.7864 -4.1635 0.0 0.0 0.0 0.5292
H -1.4657 -1.2549 -3.8282 0.0 0.0 0.0 0.7016
N 1.9037 2.6643 -0.1653 -0.4 -0.8 0.3 -0.8909
N 1.0263 3.7697 -0.1277 -0.2 0.3 -2.2 -0.1592
C -0.0856 3.7216 -0.9528 -2.0 0.0 4.4 0.1057
N -0.6972 4.9215 -1.1938 0.8 -1.3 -0.3 -0.3462
S -1.1878 2.2989 -0.7004 1.5 2.5 1.4 -0.0040
H 2.4439 2.6495 0.7006 -0.3 0.0 0.0 0.4374
H 2.5612 2.7280 -0.9492 -0.3 0.0 0.0 0.3632
H 1.4716 4.6861 -0.0949 0.2 -0.2 0.0 0.3508
H -0.5167 5.6947 -0.5659 0.3 0.1 -0.3 0.2439
H -1.6487 4.8793 -1.5211 -0.1 -0.1 0.0 0.2628

***

Record-wise energy relative to the best compared isomer or geometry (same formula, charge and spin) values, in kcal/mol: 98.7, 100.8
Record-wise total energy values, in eV: -7795.3644, -111843.2631